Density functional theory data (the ωB97M-V functional and the def2-TZVPD basis) for a cluster of 4 separate species, C16H34FN3O7SSi in total.

Values from the calculation:
**SMILES**: C#C[Si@@H](COCCOCC)S(=O)(=O)F.CN(C)C=O.CN(C)C=O.CN(C)C=O
**HOMO energy**: -0.3306 Ha
**Net charge**: 0
**DFT total energy**: -2108.44172 hartree

Geometry as XYZ:
```
63
Properties=species:S:1:pos:R:3:lowdin_charge:R:1
C -1.089 -1.034 0.065 0.07
C -0.681 -0.092 -0.561 -0.22
Si -0.106 1.390 -1.418 0.65
C -1.452 2.611 -1.853 -0.32
O -2.134 3.096 -0.708 -0.18
C -3.290 2.335 -0.392 -0.20
C -3.901 2.979 0.844 -0.18
O -4.666 2.103 1.646 -0.15
C -5.650 1.347 0.959 -0.27
C -5.204 -0.093 0.677 -0.07
S 1.374 2.439 -0.113 0.51
O 0.969 3.806 -0.020 -0.31
O 2.708 2.103 -0.502 -0.33
F 1.179 1.815 1.315 -0.20
H -1.387 -1.903 0.606 0.04
H 0.670 0.969 -2.598 0.00
H -2.142 2.149 -2.566 0.08
H -0.998 3.457 -2.371 0.09
H -3.975 2.382 -1.247 0.13
H -3.033 1.290 -0.199 0.10
H -3.079 3.332 1.465 0.13
H -4.488 3.859 0.558 0.13
H -6.525 1.337 1.609 0.11
H -5.948 1.859 0.040 0.11
H -4.207 -0.232 1.095 0.07
H -5.174 -0.322 -0.387 0.07
H -5.861 -0.807 1.170 0.07
C -3.086 3.584 -5.476 -0.33
O -2.602 3.594 -4.359 0.01
N -2.519 2.983 -6.538 -0.20
C -3.128 3.000 -7.851 -0.06
C -1.251 2.300 -6.349 -0.04
H -4.042 4.077 -5.711 0.14
H -3.340 1.986 -8.196 0.09
H -2.474 3.485 -8.579 0.09
H -4.064 3.553 -7.806 0.08
H -1.350 1.502 -5.613 0.09
H -0.489 2.994 -5.990 0.09
H -0.934 1.876 -7.298 0.09
C 1.634 -2.913 0.185 -0.36
O 0.707 -3.330 0.861 -0.02
N 2.896 -2.789 0.620 -0.19
C 3.954 -2.275 -0.224 -0.05
C 3.210 -3.175 1.988 -0.04
H 1.499 -2.584 -0.859 0.13
H 4.747 -3.015 -0.346 0.09
H 4.387 -1.371 0.206 0.09
H 3.547 -2.032 -1.204 0.08
H 2.968 -4.227 2.145 0.09
H 2.620 -2.584 2.688 0.09
H 4.265 -3.014 2.184 0.06
C 6.020 -3.306 5.090 -0.34
O 5.650 -3.014 3.968 0.00
N 5.187 -3.619 6.099 -0.20
C 5.668 -3.960 7.421 -0.06
C 3.757 -3.607 5.839 -0.04
H 7.085 -3.337 5.376 0.13
H 5.358 -4.969 7.700 0.09
H 5.286 -3.261 8.167 0.09
H 6.755 -3.916 7.431 0.08
H 3.503 -4.316 5.050 0.09
H 3.433 -2.618 5.516 0.09
H 3.231 -3.879 6.750 0.09
```